(1)
Molecular formula: C4H10N
Method: DFT, the ωB97M-V functional and the def2-TZVPD basis

```
15
Properties=species:S:1:pos:R:3:forces:R:3:lowdin_charge:R:1
C 0.479 -2.111 0.145 1.683 -0.254 3.932 -0.14
C -0.238 -1.269 -0.879 -0.613 -1.694 -2.096 -0.27
C -0.109 0.237 -0.788 -0.027 0.332 -0.754 -0.06
C -0.378 0.800 0.403 1.669 0.453 1.385 -0.06
N 0.067 2.236 0.822 -1.698 0.109 -0.536 0.18
H 1.466 -1.682 0.455 -0.488 -0.280 -0.690 0.08
H 0.042 -2.284 1.233 -0.108 1.003 -2.233 0.12
H 0.672 -3.160 -0.066 -0.095 0.139 -0.959 0.07
H 0.038 -1.612 -1.964 -0.200 0.740 2.044 0.15
H -1.262 -1.637 -0.790 -0.412 0.680 -0.294 0.12
H 0.187 0.687 -1.848 -0.495 -0.219 2.873 0.18
H -0.617 0.348 1.366 -0.199 -0.763 -0.824 0.13
H -0.728 2.790 1.280 1.191 -0.784 -1.280 0.20
H 0.316 2.523 -0.107 -0.032 1.610 -0.517 0.13
H 0.895 2.431 1.405 -0.177 -1.072 -0.051 0.17
```
Forces are in eV/Å.

The HOMO energy comes out at -14.62 eV. The calculation puts the LUMO energy at -0.1446 Ha. The net charge is +1. As for the HOMO-LUMO gap: 0.39282 Eh.

***

(2)
Molecular formula: C4H10N
Method: DFT, the ωB97M-V functional and the def2-TZVPD basis

```
15
Properties=species:S:1:pos:R:3:forces:R:3:lowdin_charge:R:1
C 0.692 -0.355 -1.026 0.587 0.331 0.507 -0.10
N -0.789 -0.199 -0.947 -0.909 -0.805 -0.543 0.06
C -1.191 -0.012 0.491 -0.041 0.358 0.673 -0.09
C 0.111 0.228 1.248 0.600 0.677 0.515 -0.15
C 1.239 0.373 0.198 -0.590 -0.320 0.074 -0.13
H 1.022 0.035 -1.978 0.230 -0.190 -0.180 0.14
H 0.887 -1.417 -0.903 0.047 -0.082 -0.376 0.14
H -1.184 0.529 -1.543 0.381 0.277 0.125 0.19
H -1.180 -1.059 -1.340 -0.261 0.082 0.197 0.18
H -1.830 0.866 0.559 -0.128 -0.146 -0.180 0.14
H -1.741 -0.879 0.846 0.000 -0.039 -0.175 0.14
H 0.344 -0.508 2.014 -0.142 -0.507 -0.407 0.12
H 0.067 1.139 1.842 -0.251 0.165 -0.172 0.12
H 1.448 1.421 -0.030 0.151 -0.192 0.140 0.12
H 2.108 -0.161 0.569 0.325 0.393 -0.199 0.12
```
Forces are in eV/Å.

The HOMO energy comes out at -16.32 eV. The calculation puts the LUMO energy at -0.1314 Ha. The net charge is +1. As for the HOMO-LUMO gap: 0.46833 Eh.

***

(3)
Molecular formula: C4H10N
Method: DFT, the ωB97M-V functional and the def2-TZVPD basis

```
15
Properties=species:S:1:pos:R:3:forces:R:3:mulliken_spin:R:1
C -0.602 1.647 1.460 1.128 0.846 0.128 0.08
C -1.151 0.316 0.950 -0.637 -1.884 -1.501 0.06
C 0.020 -0.530 0.424 -0.254 2.073 2.006 0.22
C 0.390 -0.300 -0.874 0.545 0.724 -1.761 0.51
N 1.126 -1.179 -1.765 1.766 -1.219 0.104 0.01
H 0.456 1.532 1.720 -0.066 0.478 0.109 0.01
H -0.729 2.433 0.714 0.263 -0.223 -0.197 0.00
H -1.115 2.007 2.352 -0.184 -0.533 0.172 0.02
H -1.755 -0.207 1.696 0.450 -0.213 0.181 0.00
H -1.794 0.423 0.074 -0.261 0.382 0.251 0.00
H 0.791 -0.890 1.129 -0.604 -0.856 -0.079 0.04
H 0.370 0.726 -1.265 -0.738 -0.222 0.011 0.03
H 1.384 -2.077 -1.323 -0.404 -0.139 -0.045 0.00
H 2.065 -0.816 -2.041 -0.227 0.546 0.286 0.02
H 0.738 -1.407 -2.701 -0.775 0.241 0.334 0.01
```
Forces are in eV/Å.

The HOMO energy (spin up / spin down) comes out at -21.06 / -21.00 eV. The calculation puts the LUMO energy (spin up / spin down) at -0.4164 / -0.5072 Ha. The net charge is +2. As for the HOMO-LUMO gap (spin up / spin down): 0.35764 / 0.26465 Eh. The spin multiplicity is 2.

***

(4)
Molecular formula: C4H10N2
Method: DFT, the ωB97M-V functional and the def2-TZVPD basis

```
16
Properties=species:S:1:pos:R:3:forces:R:3:lowdin_charge:R:1
C 1.432 -0.564 -0.375 0.844 0.457 -1.077 -0.12
C 0.657 -0.187 0.810 -3.025 2.162 0.975 -0.22
C -0.316 1.135 0.780 0.796 -4.715 -3.824 -0.17
C -0.901 -0.399 0.764 2.482 2.285 1.085 -0.30
H 1.031 -0.472 -1.379 -0.481 0.741 0.098 0.07
H 2.467 -0.256 -0.416 0.220 0.865 0.199 0.08
H 1.570 -1.583 -0.336 0.216 -2.802 0.294 0.05
H 1.164 -0.375 1.764 -0.442 -0.066 -0.312 0.12
H -0.344 1.814 1.575 -0.344 0.543 1.175 0.09
H 0.630 1.854 -0.847 -1.649 -0.115 -0.236 0.08
H -0.786 1.017 -1.197 0.171 -0.149 -0.365 0.02
H -1.367 -0.733 1.656 0.018 0.041 1.144 0.10
H -1.108 -1.691 -1.002 -0.976 2.473 2.184 0.15
H -2.187 -0.345 -0.862 -0.187 0.163 -0.018 0.06
N -0.381 1.711 -0.595 1.686 0.753 1.857 0.00
N -1.559 -0.926 -0.342 0.671 -2.637 -3.179 0.00
```
Forces are in eV/Å.

The HOMO energy comes out at -8.35 eV. The calculation puts the LUMO energy at 0.0356 Ha. The net charge is 0. As for the HOMO-LUMO gap: 0.34233 Eh.

***

(5)
Molecular formula: C4H10N2
Method: DFT, the ωB97M-V functional and the def2-TZVPD basis

```
16
Properties=species:S:1:pos:R:3:forces:R:3:lowdin_charge:R:1
C -1.572 2.071 -2.030 1.836 3.736 0.365 -0.13
C -1.774 0.749 -2.219 0.737 -2.255 0.354 -0.33
N -2.057 -0.286 -1.310 -1.874 1.020 -1.767 0.08
H -2.288 2.920 -2.195 0.406 -1.073 1.799 0.03
H -0.403 2.472 -2.144 -3.119 -1.185 -1.305 0.09
H -1.556 0.385 -3.206 1.544 -1.222 -0.177 0.08
H -2.611 0.022 -0.529 0.044 0.202 0.728 0.08
H -2.435 -1.173 -1.690 0.429 0.773 0.013 0.10
C 1.173 0.183 1.905 1.854 -1.763 0.865 -0.02
C 1.543 -1.148 2.008 -1.015 1.236 -1.221 -0.30
N 2.738 -1.825 2.178 2.284 2.530 0.077 0.02
H 1.829 1.087 2.030 -0.525 -1.297 -0.131 0.05
H 0.119 0.358 1.845 -0.318 0.134 -0.204 0.01
H 0.832 -1.916 1.802 -1.348 0.030 0.206 0.08
H 3.499 -1.231 1.852 0.172 0.205 0.763 0.09
H 2.964 -2.666 1.702 -1.106 -1.073 -0.368 0.07
```
Forces are in eV/Å.

The HOMO energy comes out at -6.82 eV. The calculation puts the LUMO energy at 0.0156 Ha. The net charge is 0. As for the HOMO-LUMO gap: 0.26609 Eh.

***

(6)
Molecular formula: C4H10N2
Method: DFT, the ωB97M-V functional and the def2-TZVPD basis

```
16
Properties=species:S:1:pos:R:3:forces:R:3:lowdin_charge:R:1
C -0.398 -1.057 1.302 0.486 0.113 -1.292 -0.14
C -0.228 0.400 1.668 -0.151 0.792 0.975 -0.26
C -0.251 0.884 2.930 -0.008 -0.725 -1.486 -0.01
H 0.616 -1.506 1.058 -1.237 0.335 0.222 0.09
H -0.843 -1.602 2.128 -0.019 -0.161 0.014 0.06
H -1.051 -1.157 0.369 0.862 0.022 1.276 0.09
H -0.095 1.120 0.844 -0.054 -0.327 0.365 0.08
H -0.149 1.923 3.190 0.100 0.238 -0.241 0.04
H -0.384 0.214 3.758 -0.100 -0.315 0.310 0.05
N 0.436 -0.037 -3.577 0.781 0.016 -0.240 0.01
C 0.445 0.165 -2.168 0.738 -0.242 1.428 -0.35
N 1.377 -0.229 -1.363 -1.576 0.684 -1.998 0.11
H 0.126 0.816 -4.033 0.194 0.141 0.162 0.07
H -0.297 -0.679 -3.824 -0.178 -0.679 0.021 0.06
H -0.475 0.695 -1.881 0.295 0.136 0.798 0.10
H 1.170 0.049 -0.403 -0.134 -0.028 -0.316 -0.01
```
Forces are in eV/Å.

The HOMO energy comes out at -9.73 eV. The calculation puts the LUMO energy at 0.0320 Ha. The net charge is 0. As for the HOMO-LUMO gap: 0.38960 Eh.

***

net charge of number 6 (C4H10N2)? 0